1.
C2H5ClFN | ωB97M-V with the def2-TZVPD basis set

CARTESIAN COORDINATES (ANGSTROEM)
N (-1.017, 0.597, 0.839)
C (-0.434, -0.410, 0.086)
C (0.861, 0.087, -0.725)
F (1.319, -1.025, -1.417)
Cl (0.548, 1.296, -1.885)
H (-1.466, -0.029, 1.631)
H (-0.304, 1.191, 1.213)
H (0.062, -1.162, 0.712)
H (-1.170, -0.990, -0.484)
H (1.601, 0.446, 0.029)

Its energy relative to the best compared isomer or geometry (same formula, charge and spin) is 15.6 kcal per mole. As for the HOMO-LUMO gap: 10.65 eV. Its net charge is 0. As for the SMILES: NC[C@@H](F)Cl. The LUMO energy comes out at 0.85 eV.

Results of the Löwdin charge analysis, in e, for atoms 1 through 6: atom 1 (N): -0.028, atom 2 (C): -0.356, atom 3 (C): -0.770, atom 4 (F): -0.080, atom 5 (Cl): 0.700, atom 6 (H): 0.140

2.
C2H5ClN2 | ωB97M-V with the def2-TZVPD basis set

CARTESIAN COORDINATES (ANGSTROEM)
C (-0.147, -0.805, -1.658)
C (0.570, 0.184, 0.709)
N (-1.001, -0.914, -2.497)
N (-0.207, 0.477, 1.630)
Cl (-2.047, -2.520, -3.361)
H (0.285, -1.614, -1.096)
H (-1.393, -0.194, -3.000)
H (1.391, -0.507, 0.622)
H (0.532, 0.674, -0.274)
H (-0.125, -0.187, 2.459)

Its energy relative to the best compared isomer or geometry (same formula, charge and spin) is 101.9 kcal per mole. As for the HOMO-LUMO gap: 8.27 eV. Its net charge is 0. The LUMO energy comes out at -0.98 eV.

Results of the Löwdin charge analysis, in e, for atoms 1 through 6: atom 1 (C): 0.009, atom 2 (C): -0.237, atom 3 (N): -0.205, atom 4 (N): 0.037, atom 5 (Cl): 0.108, atom 6 (H): 0.080